Computed, not measured: a 8-piece molecular cluster, C32H88N8O8 overall in a non-equilibrium geometry, with ωB97M-V/def2-TZVPD.

The HOMO energy comes out at -8.69 eV. The energy is -2311.8324 a.u. As for the energy above the lowest of the compared OMol25 structures with the same formula, charge and spin: 0.603 eV. Its charge is 0. The HOMO-LUMO gap is 9.18 eV. As for the LUMO energy: 0.49 eV. As for the spin multiplicity: 1.

Bonds (Å) are listed after each position.
Cartesian coordinates (Å):
1 O -0.50 -1.01 -0.89  C8 1.413, C72 1.403
2 C 4.18 -4.31 3.28  C59 1.491, H68 1.107, H96 1.094, O108 1.404
3 H 6.76 -6.04 1.83  C98 1.089
4 H -3.43 -0.17 0.36  C92 1.100
5 H -0.18 7.45 -3.12  C23 1.093
6 H -1.95 -1.24 6.19  N19 1.018
7 H 2.21 4.31 -0.41  C36 1.094
8 C -1.71 -1.23 -0.18  O1 1.413, H57 1.101, C92 1.524, H111 1.096
9 H -0.20 -6.05 3.87  C129 1.094
10 H -4.13 2.86 0.27  C37 1.090
11 H 0.14 5.12 -3.92  C79 1.102
12 C 1.79 2.25 -0.89  H26 1.091, C36 1.515, N113 1.480, C127 1.500
13 C -1.63 -5.60 0.01  H32 1.100, O89 1.384, H118 1.099, H122 1.087
14 H -4.40 -3.59 2.87  C20 1.090
15 C -5.90 7.68 0.22  H69 1.090, H101 1.100, O102 1.389, H117 1.098
16 C 5.04 0.10 -2.58  N22 1.457, C31 1.517, H61 1.097, C107 1.523
17 H 0.52 3.98 -0.86  C36 1.090
18 H 1.13 1.52 -2.72  N113 1.019
19 N -1.21 -1.82 5.79  H6 1.018, C58 1.494, H64 1.020
20 C -4.20 -2.99 1.98  H14 1.090, C38 1.537, H84 1.094, H100 1.096
21 H 5.45 -2.61 -2.95  C126 1.098
22 N 4.60 1.42 -3.01  C16 1.457, H70 1.011, H71 1.014
23 C -1.20 7.26 -3.47  H5 1.093, H52 1.099, O78 1.409, H121 1.089
24 H -3.83 4.02 1.57  C37 1.098
25 H -3.18 3.80 -2.81  N110 1.022
26 H 2.76 1.91 -1.26  C12 1.091
27 H 0.25 2.61 -4.79  C67 1.098
28 H 0.62 2.33 0.84  C127 1.096
29 H -5.40 3.99 0.83  C37 1.090
30 H 6.44 0.71 -1.03  C107 1.095
31 C 4.03 -0.60 -1.69  C16 1.517, H86 1.093, H87 1.106, O91 1.401
32 H -1.76 -5.67 -1.08  C13 1.100
33 H -3.96 0.67 -1.98  C81 1.090
34 H -0.23 -0.08 3.97  C51 1.094
35 H 2.31 -2.61 1.89  C46 1.104
36 C 1.56 3.73 -1.07  H7 1.094, C12 1.515, H17 1.090, H128 1.094
37 C -4.34 3.88 0.61  H10 1.090, H24 1.098, H29 1.090, C82 1.513
38 C -4.65 -3.69 0.69  C20 1.537, H43 1.093, C50 1.516, N62 1.485
39 H -0.11 -2.99 -1.31  C72 1.102
40 H 1.34 0.74 0.62  C127 1.100
41 H -1.43 -0.36 2.71  C51 1.091
42 H -2.20 3.61 -0.66  N132 1.022
43 H -4.65 -2.96 -0.13  C38 1.093
44 O -0.85 -4.11 3.92  C129 1.409, C136 1.397
45 C -1.39 3.62 -3.79  C67 1.535, C79 1.505, H90 1.092, N110 1.482
46 C 2.97 -3.39 1.46  H35 1.104, H53 1.094, H97 1.090, O108 1.404
47 H -1.21 1.64 -4.61  C67 1.085
48 H -3.94 -5.10 -0.74  C50 1.100
49 H 5.22 -6.55 2.48  C98 1.094
50 C -3.79 -4.88 0.32  C38 1.516, H48 1.100, H76 1.102, O89 1.416
51 C -1.25 -0.43 3.79  H34 1.094, H41 1.091, C58 1.528, H65 1.090
52 H -1.27 7.49 -4.55  C23 1.099
53 H 3.91 -2.89 1.20  C46 1.094
54 N 6.54 -4.26 3.74  C59 1.462, H99 1.020, H114 1.021
55 H -1.33 1.36 -0.92  N119 1.024
56 H -2.41 -2.22 4.07  C58 1.096
57 H -2.19 -2.13 -0.58  C8 1.101
58 C -1.41 -1.85 4.31  N19 1.494, C51 1.528, H56 1.096, C136 1.508
59 C 5.54 -4.41 2.68  C2 1.491, N54 1.462, H63 1.097, C98 1.526
60 H -1.59 1.33 0.67  N119 1.016
61 H 5.15 -0.53 -3.47  C16 1.097
62 N -6.07 -4.10 0.85  C38 1.485, H103 1.009, H131 1.012
63 H 5.68 -3.60 1.95  C59 1.097
64 H -1.42 -2.76 6.13  N19 1.020
65 H -1.92 0.25 4.32  C51 1.090
66 H -3.31 4.13 -4.37  N110 1.019
67 C -0.84 2.64 -4.84  H27 1.098, C45 1.535, H47 1.085, H73 1.090
68 H 4.05 -3.37 3.84  C2 1.107
69 H -6.98 7.67 0.40  C15 1.090
70 H 5.29 1.87 -3.60  N22 1.011
71 H 4.43 2.04 -2.23  N22 1.014
72 C 0.34 -2.13 -0.78  O1 1.403, H39 1.102, H80 1.098, H116 1.090
73 H -1.13 2.96 -5.84  C67 1.090
74 C 3.82 1.88 1.22  H75 1.096, H83 1.094, O106 1.410, H112 1.095
75 H 4.23 2.41 0.36  C74 1.096
76 H -4.11 -5.76 0.90  C50 1.102
77 H -2.52 -0.20 -2.58  C81 1.088
78 O -1.60 5.93 -3.23  C23 1.409, C79 1.421
79 C -0.95 5.02 -4.11  H11 1.102, C45 1.505, O78 1.421, H93 1.100
80 H 0.49 -2.44 0.26  C72 1.098
81 C -3.28 -0.16 -1.81  H33 1.090, H77 1.088, C92 1.511, H124 1.095
82 C -3.79 4.83 -0.43  C37 1.513, C88 1.489, H105 1.105, N132 1.484
83 H 4.41 2.21 2.08  C74 1.094
84 H -4.66 -2.01 2.09  C20 1.094
85 H 3.69 -2.72 -3.10  C126 1.098
86 H 3.89 -0.06 -0.75  C31 1.093
87 H 3.04 -0.51 -2.18  C31 1.106
88 C -4.11 6.28 -0.23  C82 1.489, O102 1.410, H115 1.097, H123 1.106
89 O -2.42 -4.61 0.57  C13 1.384, C50 1.416
90 H -1.01 3.35 -2.80  C45 1.092
91 O 4.38 -1.90 -1.32  C31 1.401, C126 1.399
92 C -2.67 -0.07 -0.43  H4 1.100, C8 1.524, C81 1.511, N119 1.459
93 H -1.16 5.31 -5.15  C79 1.100
94 H 1.07 -4.87 3.88  C129 1.096
95 H 4.57 -3.81 -1.99  C126 1.086
96 H 4.01 -5.06 4.05  C2 1.094
97 H 2.49 -3.73 0.54  C46 1.090
98 C 5.72 -5.73 1.94  H3 1.089, H49 1.094, C59 1.526, H130 1.090
99 H 7.44 -4.52 3.35  N54 1.020
100 H -3.12 -2.78 1.96  C20 1.096
101 H -5.45 7.94 1.19  C15 1.100
102 O -5.51 6.43 -0.23  C15 1.389, C88 1.410
103 H -6.66 -3.29 0.87  N62 1.009
104 H 0.76 0.56 -1.51  N113 1.023
105 H -4.20 4.58 -1.42  C82 1.105
106 O 2.48 2.24 1.49  C74 1.410, C127 1.414
107 C 6.42 0.10 -1.94  C16 1.523, H30 1.095, H134 1.092, H135 1.095
108 O 3.14 -4.46 2.35  C2 1.404, C46 1.404
109 H 0.58 -2.67 4.18  C136 1.101
110 N -2.86 3.48 -3.73  H25 1.022, C45 1.482, H66 1.019
111 H -1.47 -1.41 0.88  C8 1.096
112 H 3.94 0.80 1.15  C74 1.095
113 N 0.81 1.55 -1.75  C12 1.480, H18 1.019, H104 1.023
114 H 6.68 -3.27 3.93  N54 1.021
115 H -3.62 6.69 0.66  C88 1.097
116 H 1.30 -1.91 -1.25  C72 1.090
117 H -5.65 8.47 -0.50  C15 1.098
118 H -1.90 -6.58 0.44  C13 1.099
119 N -2.07 1.24 -0.22  H55 1.024, H60 1.016, C92 1.459
120 H -2.02 5.00 -1.44  N132 1.016
121 H -1.92 7.91 -2.97  C23 1.089
122 H -0.57 -5.42 0.20  C13 1.087
123 H -3.69 6.80 -1.12  C88 1.106
124 H -3.92 -1.05 -1.85  C81 1.095
125 H -0.26 -2.57 2.64  C136 1.105
126 C 4.52 -2.80 -2.38  H21 1.098, H85 1.098, O91 1.399, H95 1.086
127 C 1.53 1.82 0.53  C12 1.500, H28 1.096, H40 1.100, O106 1.414
128 H 1.77 4.04 -2.10  C36 1.094
129 C 0.07 -5.07 3.47  H9 1.094, O44 1.409, H94 1.096, H133 1.093
130 H 5.22 -5.65 0.98  C98 1.090
131 H -6.18 -4.63 1.70  N62 1.012
132 N -2.33 4.62 -0.55  H42 1.022, C82 1.484, H120 1.016
133 H 0.10 -5.17 2.38  C129 1.093
134 H 7.20 0.48 -2.61  C107 1.092
135 H 6.73 -0.92 -1.67  C107 1.095
136 C -0.40 -2.80 3.71  O44 1.397, C58 1.508, H109 1.101, H125 1.105

Results of the Löwdin charge analysis, in e, for atoms 1 through 6: number 1, O, carries -0.21; number 2, C, carries -0.24; number 3, H, carries 0.07; number 4, H, carries 0.13; number 5, H, carries 0.09; number 6, H, carries 0.06